No. 1
Here is 2 unconnected molecules or ions with the total composition C3H9S2 in a non-equilibrium geometry from the Open Molecules 2025 dataset. Energies are from ωB97M-V/def2-TZVPD.

Results
**2S+1**: 1
**E_LUMO**: 3.16 eV
**Total charge**: -1
**Relative energy (zero: lowest compared OMol25 entry of this formula, charge and spin)**: 129.5 kJ/mol

XYZ file:
```
14
Properties=species:S:1:pos:R:3:forces:R:3
C -0.162 -2.462 -0.215 0.9577 0.4986 -1.5802
S -1.448 -2.132 -1.532 0.1604 0.1164 0.8553
H 0.772 -1.976 -0.562 -0.1408 -0.2110 -0.0578
H 0.055 -3.527 -0.268 -0.0316 -0.1228 0.6099
H -0.211 -2.068 0.803 -0.9172 -0.3504 0.1416
C -0.949 0.720 0.734 -0.8348 -1.1672 -1.5165
S -0.449 2.355 0.409 1.1884 1.6770 0.3220
C 1.249 2.050 -0.272 -2.3790 -0.3588 -0.5296
H -1.262 0.324 -0.246 -0.1399 -0.4629 0.4860
H -0.160 0.053 1.058 0.0858 0.1620 0.5626
H -1.826 0.739 1.375 0.1251 -0.1505 0.2395
H 1.084 1.755 -1.308 0.3286 0.1960 -0.1481
H 1.591 1.148 0.224 0.8108 0.4952 0.4130
H 1.715 3.022 -0.200 0.7865 -0.3216 0.2022
```
Forces are in eV/Å.

***

No. 2
Here is 2 unconnected molecules or ions with the total composition C3H9S2 in a non-equilibrium geometry from the Open Molecules 2025 dataset. Energies are from ωB97M-V/def2-TZVPD.

Results
**2S+1**: 1
**E_LUMO**: 3.43 eV
**Total charge**: -1
**Relative energy (zero: lowest compared OMol25 entry of this formula, charge and spin)**: 69.3 kJ/mol

XYZ file:
```
14
Properties=species:S:1:pos:R:3:forces:R:3
C 2.087 -0.295 1.473 0.4022 -0.6263 -0.3514
S 1.764 -2.079 1.518 -0.1662 -0.1149 -0.0424
H 2.365 -0.035 0.463 -0.1479 0.1640 -0.1831
H 2.960 -0.141 2.100 -0.2195 0.3098 0.4858
H 1.172 0.228 1.716 0.2386 0.3502 0.3001
C -1.862 -0.039 -0.706 -0.6417 0.3048 0.4064
C -1.128 1.175 -1.242 1.0350 -0.8169 -0.5203
S 0.675 0.852 -1.378 0.0418 -0.0145 -0.1182
H -1.862 -0.881 -1.392 0.2279 -0.0652 -0.2016
H -1.421 -0.365 0.232 0.2088 -0.1040 0.1127
H -2.910 0.196 -0.480 -0.1674 0.0141 -0.0675
H -1.234 2.024 -0.580 -0.4448 0.3221 0.0073
H -1.450 1.380 -2.265 -0.3982 0.3671 0.2298
H 0.844 -2.021 0.541 0.0313 -0.0904 -0.0576
```
Forces are in eV/Å.

***

No. 3
Here is a molecular structure, C3H9S2 in a non-equilibrium geometry from the Open Molecules 2025 dataset. Energies are from ωB97M-V/def2-TZVPD.

Results
**2S+1**: 1
**E_LUMO**: 3.88 eV
**Total charge**: -1
**Relative energy (zero: lowest compared OMol25 entry of this formula, charge and spin)**: 120.0 kJ/mol

XYZ file:
```
14
Properties=species:S:1:pos:R:3:forces:R:3
C 0.762 2.109 1.955 -3.6184 1.1965 -0.6041
S 0.201 2.370 0.166 0.9630 -0.2923 1.1242
H 0.100 1.297 2.266 0.7382 -0.4667 0.2067
H 1.788 1.963 2.137 1.1623 -0.1921 0.0875
H 0.304 2.948 2.531 0.9639 -0.2363 -0.2320
C -0.726 -3.249 -1.076 -0.7905 0.0037 0.7060
C -1.073 -1.791 -0.672 0.1192 -0.4842 0.4942
S 0.446 -0.841 -0.432 1.2797 -0.5293 -0.1655
H 0.253 -3.552 -0.729 0.2422 0.0021 -0.0482
H -0.829 -3.370 -2.137 0.4975 0.1059 -0.7338
H -1.455 -3.983 -0.704 0.0012 0.2256 0.3500
H -1.639 -1.413 -1.519 -0.4293 0.4692 0.3453
H -1.612 -1.747 0.293 -0.2004 -0.1392 -0.7409
H 0.346 0.643 0.061 -0.9285 0.3370 -0.7894
```
Forces are in eV/Å.

***

No. 4
Here is 2 unconnected molecules or ions with the total composition C3HBrClF3 in a non-equilibrium geometry from the Open Molecules 2025 dataset. Energies are from ωB97M-V/def2-TZVPD.

Results
**2S+1**: 1
**E_LUMO (alpha / beta)**: -1.00 / -1.39 eV
**Relative energy (zero: lowest compared OMol25 entry of this formula, charge and spin)**: 330.5 kJ/mol

XYZ file:
```
9
Properties=species:S:1:pos:R:3:forces:R:3
C -0.439 -1.416 0.451 2.2160 -0.8124 0.3033
C -1.269 -0.553 -0.034 0.4715 0.8066 -0.0568
C 0.872 1.482 -0.071 -0.3687 1.8212 -0.2596
F 0.684 2.813 0.288 0.3899 -2.4333 -0.5775
F 1.082 1.398 -1.390 0.0249 0.0404 1.2728
F 1.852 0.942 0.639 -0.4429 0.3410 -0.5067
Cl -0.644 -3.199 0.319 -0.0405 0.9656 0.1298
Br -2.747 -0.339 -1.033 -0.1549 -0.1335 0.0824
H 0.611 -1.128 0.831 -2.0953 -0.5956 -0.3877
```
Forces are in eV/Å.

***

No. 5
Here is 2 unconnected molecules or ions with the total composition C3HBrF2 in a non-equilibrium geometry from the Open Molecules 2025 dataset. Energies are from ωB97M-V/def2-TZVPD.

Results
**2S+1**: 1
**E_LUMO (alpha / beta)**: -1.62 / -1.62 eV
**Relative energy (zero: lowest compared OMol25 entry of this formula, charge and spin)**: 367.7 kJ/mol

XYZ file:
```
7
Properties=species:S:1:pos:R:3:forces:R:3
C 0.429 0.762 0.512 1.5329 0.7640 1.7290
C 1.252 1.481 1.170 -3.9290 -3.7460 -3.5690
C -0.903 -0.816 -0.587 1.2002 2.6455 0.1946
F -0.975 -0.150 -1.750 -0.2457 -1.0303 1.5449
F -2.109 -0.938 -0.033 2.0881 0.1425 -0.6226
Br 0.199 -2.385 -0.733 -0.8566 0.8448 0.3459
H 2.107 2.046 1.420 0.2102 0.3795 0.3771
```
Forces are in eV/Å.

***

No. 6
Here is 2 unconnected molecules or ions with the total composition C3HCl2F2N in a non-equilibrium geometry from the Open Molecules 2025 dataset. Energies are from ωB97M-V/def2-TZVPD.

Results
**2S+1**: 1
**E_LUMO (alpha / beta)**: -2.51 / -2.51 eV
**Relative energy (zero: lowest compared OMol25 entry of this formula, charge and spin)**: 272.0 kJ/mol

XYZ file:
```
9
Properties=species:S:1:pos:R:3:forces:R:3
C -2.632 -0.904 -0.201 5.7077 -2.7686 1.2751
C 0.383 -0.557 -0.363 0.8257 2.2698 -1.5545
C -0.336 -1.631 0.361 -3.2197 0.2054 2.0878
N -3.511 -0.237 -0.435 -3.0257 2.0787 -0.7627
F -0.375 -2.911 0.167 0.5239 1.5468 -0.4442
F -0.369 -1.339 1.654 0.0665 -0.7155 -1.2254
Cl 0.131 -0.607 -2.169 -0.2491 0.0812 1.5786
Cl 2.204 -0.723 -0.152 -1.2362 -0.1144 0.4292
H 0.060 0.487 0.130 0.6069 -2.5835 -1.3839
```
Forces are in eV/Å.

***

No. 7
Here is C3HCl2FOS in the gas phase in a non-equilibrium geometry from the Open Molecules 2025 dataset. Energies are from ωB97M-V/def2-TZVPD.

Results
**2S+1**: 1
**E_LUMO**: -0.82 eV
**SMILES**: OC(=S)/C(Cl)=C(\F)Cl
**Relative energy (zero: lowest compared OMol25 entry of this formula, charge and spin)**: 59.1 kJ/mol

XYZ file:
```
9
Properties=species:S:1:pos:R:3:forces:R:3
O 1.415 -0.343 0.918 3.6292 -1.9993 0.9737
C 0.831 -0.910 -0.045 -0.6899 -0.8640 -4.7518
S 1.543 -2.138 -0.829 -0.3425 -0.5490 -0.0368
C -0.359 -0.183 -0.702 1.1904 0.6930 2.2635
Cl -1.168 -0.548 -2.142 0.1744 -0.4957 0.1332
C -0.757 0.867 0.009 -1.9076 1.6463 2.5802
F -0.162 1.397 1.205 -0.0227 -0.9390 -1.7056
Cl -2.303 1.605 0.163 -0.0394 -0.0898 -1.3184
H 0.961 0.254 1.422 -1.9920 2.5975 1.8620
```
Forces are in eV/Å.

***

No. 8
Here is a gas-phase ion, C3HCl2N2 (charge +1) in a non-equilibrium geometry from the Open Molecules 2025 dataset. Energies are from ωB97M-V/def2-TZVPD.

Results
**2S+1**: 1
**E_LUMO (alpha / beta)**: -6.25 / -6.25 eV
**Total charge**: +1
**Relative energy (zero: lowest compared OMol25 entry of this formula, charge and spin)**: 239.5 kJ/mol

XYZ file:
```
8
Properties=species:S:1:pos:R:3:forces:R:3
C -1.712 0.235 -0.072 -1.9112 0.7109 -0.2658
C 0.993 -1.378 -0.154 1.3825 0.2429 0.4399
C 0.552 0.942 0.183 1.2216 2.5662 0.4233
N 1.091 -0.240 0.229 0.5928 -1.5843 -1.0174
N -0.747 0.826 0.026 0.8859 0.3734 0.5445
Cl 1.200 -2.967 0.145 -0.2971 0.5116 0.1292
Cl 1.270 2.555 0.112 -0.3816 -1.8529 0.1242
H -2.646 0.026 -0.469 -1.4929 -0.9679 -0.3779
```
Forces are in eV/Å.

***

No. 9
Here is C3HCl3 in the gas phase in a non-equilibrium geometry from the Open Molecules 2025 dataset. Energies are from ωB97M-V/def2-TZVPD.

Results
**2S+1**: 1
**E_LUMO**: -0.10 eV
**SMILES**: C#CC(Cl)(Cl)Cl
**Relative energy (zero: lowest compared OMol25 entry of this formula, charge and spin)**: 159.6 kJ/mol

XYZ file:
```
7
Properties=species:S:1:pos:R:3:forces:R:3
C -1.044 -0.138 -1.392 4.9093 0.4302 2.6573
C 0.066 0.004 -0.660 -9.3706 -1.4568 -6.4391
C 0.648 0.102 0.623 -0.8867 -0.8196 1.5295
Cl 0.909 -1.624 1.261 0.3787 1.1837 -0.3677
Cl 2.027 1.120 0.575 1.1280 0.1705 0.3401
Cl -0.601 0.836 1.735 0.4769 -0.0923 -0.0212
H -2.004 -0.299 -2.141 3.3645 0.5844 2.3012
```
Forces are in eV/Å.

***

No. 10
Here is C3HClF4N2 in the gas phase in a non-equilibrium geometry from the Open Molecules 2025 dataset. Energies are from ωB97M-V/def2-TZVPD.

Results
**2S+1**: 1
**E_LUMO**: -0.03 eV
**SMILES**: F[C@@H](Cl)C(F)(F)C1(F)N=N1
**Relative energy (zero: lowest compared OMol25 entry of this formula, charge and spin)**: 124.3 kJ/mol

XYZ file:
```
11
Properties=species:S:1:pos:R:3:forces:R:3
F -0.453 -1.770 -0.530 -0.4126 -0.6454 0.4409
C 0.203 -0.710 -1.051 -10.6195 2.4140 0.0916
Cl -0.152 -0.572 -2.726 -0.5441 0.1914 -1.4227
C -0.288 0.565 -0.295 2.8227 -2.0725 1.4297
F -1.577 0.712 -0.400 -1.5077 0.4222 -0.4486
F 0.375 1.603 -0.833 -0.1542 0.5363 0.0690
C 0.058 0.458 1.233 -1.6398 1.0689 -2.2344
F -0.288 1.626 1.796 -0.0075 0.2105 0.6974
N 1.050 -0.296 1.837 6.2863 1.1835 -0.3285
N -0.021 -0.736 2.015 -5.0844 -1.7065 0.7857
H 1.091 -0.880 -1.046 10.8607 -1.6024 0.9200
```
Forces are in eV/Å.

***

No. 11
Here is a molecular structure, C3HDyO2 in a non-equilibrium geometry from the Open Molecules 2025 dataset. Energies are from ωB97M-V/def2-TZVPD.

Results
**2S+1**: 6
**E_LUMO (alpha / beta)**: -10.94 / -12.82 eV
**Total charge**: +2
**Relative energy (zero: lowest compared OMol25 entry of this formula, charge and spin)**: 77.3 kJ/mol
**Expectation value of S²**: 9.70

XYZ file:
```
7
Properties=species:S:1:pos:R:3:forces:R:3
C -0.240 0.742 0.779 2.8298 2.4751 -1.5362
H -0.843 1.604 1.056 0.3337 -0.0323 0.1104
C -0.271 -0.540 0.441 -0.6891 -1.9807 0.6238
O 1.192 0.986 0.166 -2.1793 -0.0215 3.0702
C 1.033 -0.322 -0.289 -1.1609 -0.5361 -5.4076
Dy -2.188 -1.752 -0.761 0.5085 -0.1630 0.2799
O 1.317 -0.718 -1.393 0.3573 0.2585 2.8595
```
Forces are in eV/Å.

***

No. 12
Here is C3HF3N4 in the gas phase in a non-equilibrium geometry from the Open Molecules 2025 dataset. Energies are from ωB97M-V/def2-TZVPD.

Results
**2S+1**: 3
**E_LUMO (alpha / beta)**: -1.96 / -4.98 eV
**Expectation value of S²**: 2.01

XYZ file:
```
11
Properties=species:S:1:pos:R:3:forces:R:3
C -0.253 0.522 -0.045 5.9442 1.3867 -1.4652
C 1.377 1.002 -0.002 -4.4882 -1.0024 1.4180
C 2.318 -0.114 0.343 -0.4465 -0.7040 -1.8888
N -0.951 0.028 1.090 -0.5281 -1.8695 1.8734
N -1.358 1.104 0.682 -0.0714 1.9933 -0.4600
N 1.770 2.347 0.473 -0.7934 0.4365 1.9078
N 1.898 2.166 -0.714 0.4426 0.3120 -2.1972
F 2.367 -0.422 1.584 -0.0462 0.4941 3.3696
F 1.887 -1.253 -0.209 -0.3453 -0.6636 -1.5317
F 3.540 0.138 -0.057 1.1097 0.3203 -0.6332
H -0.263 -0.057 -0.941 -0.7773 -0.7032 -0.3927
```
Forces are in eV/Å.

***

Calculated total energy in order - -24927.4057; -24928.0295; -24927.5036; -93839.6449; -78598.4401; -35092.5748; -43769.7394; -31139.3667; -40690.4801; -29496.2708; -31280.6859; -17230.3736 eV